one) Computed, not measured: 4 unconnected molecules or ions with the total composition C4H8O2, with the ωB97M-V functional and the def2-TZVPD basis.

The geometry in ORCA input format:
```
! wB97M-V def2-TZVPD RIJCOSX def2/J DEFGRID3
* xyz 0 1
C -1.79005 -0.54100 -0.33552
C -0.34330 -0.72797 0.04870
C 0.28822 0.16380 0.89804
O 1.37932 -0.28896 1.60567
C 1.32565 1.33126 -0.51470
O 2.42886 1.64834 -0.38172
H -2.04622 -1.13615 -1.21818
H -1.99341 0.51053 -0.56802
H -2.45414 -0.84468 0.48088
H 0.26554 -0.32332 -1.27553
H 0.05821 -1.74033 0.02801
H -0.25377 1.01049 1.31585
H 1.97368 0.45270 1.78530
H 0.71728 0.36310 -1.60221
*
```

The LUMO energy comes out at 0.735 eV. The value obtained for the HOMO-LUMO gap is 9.372 eV.

=====

two) Computed, not measured: 2 unconnected molecules or ions with the total composition C4H8O2, with the ωB97M-V functional and the def2-TZVPD basis.

The geometry in ORCA input format:
```
! wB97M-V def2-TZVPD RIJCOSX def2/J DEFGRID3
* xyz 0 1
C 1.99043 0.40665 -0.37144
O 0.58328 0.42239 -0.36807
C -0.00856 0.30191 0.82626
C -1.34171 0.30881 0.98441
C -2.29110 0.33316 -0.13023
O -3.49618 0.38360 0.01529
H 2.35417 0.50030 -1.39299
H 2.38797 -0.52672 0.03334
H 2.43148 1.23138 0.19620
H 0.67471 0.23855 1.67306
H -1.74883 0.32366 1.98844
H -1.83696 0.28716 -1.14012
H 0.30856 -2.40370 -1.32706
H -0.00727 -1.80715 -0.98709
*
```

The SMILES is CO/C=C\C=O.[H][H]. The LUMO energy comes out at 0.526 eV. The value obtained for the HOMO-LUMO gap is 9.975 eV.

=====

The calculated energies rank the structures as follows, beginning with the most stable: two), one).